Record 1
This record from the OMol25 dataset describes 2 unconnected molecules or ions with the total composition CH4Cl2OSi in a non-equilibrium geometry. The level of theory is ωB97M-V with the def2-TZVPD basis set.

Last column: Löwdin charge in e.
Element x y z (Å)
Si1 2.551557 -0.368756 0.974399  -0.12
C1 -1.235331 0.107022 0.292338  -0.19
Cl1 2.338820 -1.728821 -0.560594  0.09
H1 -2.264870 0.240815 0.250979  0.05
Cl2 2.197617 1.363693 -0.038124  0.10
H2 -1.151251 0.255269 -1.600225  0.10
O1 -0.751239 -0.361968 -0.944740  -0.17
H3 -0.705448 1.086890 0.576343  0.08
H4 -0.979853 -0.594144 1.049627  0.06

Cartesian forces (eV/Å) of the 6 atoms listed first:
Si 0.1 -0.5 0.4
C 2.5 1.7 0.1
Cl 0.1 -0.2 -0.1
H -2.0 0.3 0.2
Cl -0.1 0.8 -0.3
H 0.7 -0.9 0.4

HOMO-LUMO gap in eV: 8.93
Energy above the lowest of the compared OMol25 structures with the same formula, charge and spin in kJ/mol: 334.1
Net charge: 0

***

Record 2
This record from the OMol25 dataset describes 3 unconnected molecules or ions with the total composition C3H12O2S in a non-equilibrium geometry. The level of theory is ωB97M-V with the def2-TZVPD basis set.

Last column: Löwdin charge in e.
Element x y z (Å)
S1 1.367841 1.159749 1.027776  0.69
H1 0.081903 0.319877 -0.852433  0.06
C1 -0.035814 1.177525 -0.194356  -0.57
H2 -3.485789 0.902221 -0.106204  0.07
H3 -1.355288 0.430242 1.324529  0.09
H4 -2.293280 -0.119104 -0.925867  0.07
H5 0.482432 -1.223768 0.348841  -0.05
H6 -2.416608 1.555007 -1.348345  0.08
O1 3.364739 -2.270747 -0.230836  -0.06
H7 0.940503 -2.439063 1.145410  0.05
H8 -1.427793 2.159037 1.007481  0.10
C2 -1.407089 1.179604 0.536243  -0.32
H9 2.250089 1.522825 0.070191  -0.13
H10 2.484471 -1.956876 -0.505509  0.01
O2 0.576581 -2.164602 0.306191  -0.06
H11 0.021440 2.100248 -0.764274  0.07
C3 -2.471825 0.868123 -0.501563  -0.11
H12 3.323489 -3.200296 -0.337283  0.01

Cartesian forces (eV/Å) of the 6 atoms listed first:
S -0.4 0.3 -0.9
H -0.1 0.0 -0.2
C -0.2 0.1 0.9
H 0.0 0.0 0.0
H -0.3 -0.1 0.1
H -0.1 -0.2 0.1

HOMO-LUMO gap in eV: 10.20
Energy above the lowest of the compared OMol25 structures with the same formula, charge and spin in kJ/mol: 32.8
Net charge: 0
SMILES: CCCS.O.O

***

Record 3
This record from the OMol25 dataset describes 2 unconnected molecules or ions with the total composition CH4N2OS in a non-equilibrium geometry. The level of theory is ωB97M-V with the def2-TZVPD basis set.

Last column: Löwdin charge in e.
Element x y z (Å)
H1 -0.914168 -0.820192 2.728544  0.00
N1 2.251240 1.093930 -1.686870  0.21
C1 1.277616 0.475256 -1.975602  -0.45
N2 -1.515464 -0.878989 1.913923  -0.43
H2 -2.478034 -0.732478 2.203852  0.00
S1 -1.055589 0.355436 0.792789  0.63
O1 0.248394 0.059726 -2.293115  0.13
H3 -1.001432 -0.454162 -0.267644  -0.17
H4 3.187440 0.901473 -1.415877  0.08

Cartesian forces (eV/Å) of the 6 atoms listed first:
H -0.1 -0.1 -0.1
N 0.7 0.7 0.2
C 0.2 0.4 0.0
N -0.1 0.3 0.1
H 0.2 0.0 0.0
S -0.2 -0.3 0.2

HOMO-LUMO gap in eV: 9.85
Energy above the lowest of the compared OMol25 structures with the same formula, charge and spin in kJ/mol: 92.2
Net charge: 0
SMILES: N=C=O.NS

***

Record 4
This record from the OMol25 dataset describes CH4N2S2 in the gas phase in a non-equilibrium geometry. The level of theory is ωB97M-V with the def2-TZVPD basis set.

Last column: Löwdin charge in e.
Element x y z (Å)
S1 -0.342237 -1.398018 0.171781  0.78
N1 1.226793 -1.032125 0.142250  -0.40
H1 1.682238 -1.043781 -0.758048  0.05
H2 0.759103 1.107057 -0.153663  0.09
H3 -0.560531 2.175327 -0.087829  0.04
N2 -0.273030 1.252337 -0.091099  -0.05
C1 -1.208017 0.270950 0.059373  -1.21
H4 1.519968 -1.758293 0.764794  0.01
S2 -2.804284 0.426544 -0.047562  0.70

Cartesian forces (eV/Å) of the 6 atoms listed first:
S -4.7 0.3 -0.8
N 1.8 0.6 0.4
H 0.0 -0.3 -0.2
H -1.8 -0.3 0.2
H -0.6 1.9 0.1
N 2.2 -0.1 -0.5

2S+1: 3
HOMO-LUMO gap (spin up / spin down) in eV: 5.68 / 6.19
Energy above the lowest of the compared OMol25 structures with the same formula, charge and spin in kJ/mol: 36.3
Expectation value of S²: 2.01
Net charge: 0

***

Record 5
This record from the OMol25 dataset describes a gas-phase ion, CH5N4S (charge +1) in a non-equilibrium geometry. The level of theory is ωB97M-V with the def2-TZVPD basis set.

Last column: Löwdin charge in e.
Element x y z (Å)
H1 0.401887 1.875705 -0.498623  0.12
H2 -1.373090 -1.442240 -1.054340  0.17
N1 -0.713603 -1.138777 -0.395060  0.07
H3 1.250461 2.143998 0.934693  0.13
N2 -0.101458 0.710552 1.067897  -0.39
H4 1.190671 -0.903137 -0.101790  0.10
N3 0.709903 1.480863 0.382919  0.04
S1 -1.835632 0.868640 1.384670  1.08
H5 0.829322 -2.050759 -1.412357  0.14
C1 -0.934547 -0.026604 0.279990  -0.58
N4 0.576086 -1.518241 -0.588001  0.12

Cartesian forces (eV/Å) of the 6 atoms listed first:
H -0.3 0.2 0.0
H -1.4 -0.9 -0.7
N 0.7 2.9 0.6
H -0.2 -0.4 0.0
N 1.0 -2.6 0.4
H 0.9 0.0 -0.1

HOMO-LUMO gap in eV: 8.95
Energy above the lowest of the compared OMol25 structures with the same formula, charge and spin in kJ/mol: 218.0
Net charge: +1

***

Record 6
This record from the OMol25 dataset describes 2 unconnected molecules or ions with the total composition C3H6N5O2 in a non-equilibrium geometry. The level of theory is ωB97M-V with the def2-TZVPD basis set.

Last column: Löwdin charge in e.
Element x y z (Å)
N1 -2.404048 -1.164527 -0.061343  0.20
H1 -2.944564 -1.252435 0.827611  0.16
O1 2.275564 -1.868872 0.704016  0.19
N2 -1.696154 0.811217 0.912910  0.17
C1 2.471930 -0.752919 0.434220  -0.28
N3 -0.416820 -0.058953 -0.770873  0.07
H2 -0.158851 -0.729680 -1.478273  0.17
H3 -2.262202 -2.038572 -0.565049  0.15
H4 -2.635197 0.978396 1.403633  0.18
H5 -0.873342 1.556681 0.938481  0.18
O2 3.981638 1.079945 -0.418779  0.21
H6 0.829185 2.064093 -1.347877  0.33
N4 0.567530 0.819548 -0.336484  -0.05
N5 1.733203 0.242425 -0.237324  0.03
C2 -1.558985 -0.135865 0.009656  -0.41
C3 3.091116 0.449516 -0.014529  -0.31

Cartesian forces (eV/Å) of the 6 atoms listed first:
N -0.8 0.1 1.4
H 0.3 -0.2 -1.4
O 0.2 -1.6 1.2
N -0.1 2.4 1.0
C -0.9 -1.0 -0.6
N -0.6 0.0 0.4

HOMO-LUMO gap (spin up / spin down) in eV: 8.36 / 8.36
Energy above the lowest of the compared OMol25 structures with the same formula, charge and spin in kJ/mol: 494.7
Net charge: +1

***

no.,molecular weight (g/mol)
1,131.0
2,112.2
3,92.1
4,108.2
5,105.1
6,144.1